ORCA calculation (ωB97M-V/def2-TZVPD) on C63H69Ge2N2OS7Sc as an isolated structure in a non-equilibrium geometry.

```
! wB97M-V def2-TZVPD RIJCOSX def2/J DEFGRID3
* xyz 0 1
Sc -1.9352 -0.2471 0.0367
C -1.7992 -6.8203 1.9758
C -0.3149 -6.4509 2.0759
S 0.0494 -4.7701 1.4635
C 0.2439 -3.8137 2.9916
C -0.9845 -3.6885 3.8817
S -2.4438 -3.0452 2.9865
C -3.7775 -4.0232 3.7570
C -3.9980 -5.4151 3.1783
S -2.7068 -6.6516 3.5548
H -1.9094 -7.8627 1.6748
H -2.2919 -6.1898 1.2380
H 0.2626 -7.1213 1.4388
H 0.0525 -6.5334 3.0984
H 0.5607 -2.8307 2.6444
H 1.0584 -4.2736 3.5477
H -0.7635 -2.9902 4.6927
H -1.2620 -4.6503 4.3022
H -4.6760 -3.4300 3.5723
H -3.5988 -4.0603 4.8317
H -4.0946 -5.3666 2.0950
H -4.9151 -5.8288 3.6030
O -3.5070 0.7681 -0.1033
C -4.8159 0.6248 -0.0677
C -5.6354 1.7610 0.0217
C -7.0077 1.6589 0.0861
C -7.6240 0.4122 0.0306
C -6.8407 -0.7142 -0.0949
C -5.4440 -0.6371 -0.1388
C -4.6508 -1.8501 -0.2442
N -3.3543 -1.9798 0.0236
C -3.0366 -3.3096 -0.1644
C -4.1446 -3.9817 -0.5565
N -5.1588 -3.0521 -0.5959
H -5.1529 2.7296 0.0535
H -7.6076 2.5543 0.1861
H -8.7004 0.3260 0.0860
H -7.3226 -1.6839 -0.1402
H -2.0402 -3.6724 0.0140
H -4.3034 -5.0074 -0.8379
H -6.0998 -3.2256 -0.8967
C -5.6269 -1.2764 -4.4867
C -4.1824 -0.8776 -4.3410
C -3.1778 -1.7364 -4.7743
C -1.8511 -1.3475 -4.8022
C -0.7902 -2.3186 -5.2414
C -1.5063 -0.0524 -4.3744
C -2.4974 0.8130 -3.9096
C -2.2162 2.2505 -3.5432
C -3.8255 0.3794 -3.8846
C -0.0987 0.4036 -4.5651
C 0.2262 0.6745 -5.8953
C 1.4952 1.0718 -6.2667
C 2.4568 1.2538 -5.2952
C 2.1642 1.0256 -3.9544
C 0.8943 0.5742 -3.5748
Ge 0.6055 0.0318 -1.6608
S -0.6231 -1.7400 -1.5039
S -0.3043 1.8192 -0.4035
Ge 0.8819 0.7921 1.3442
S -0.7451 -0.2910 2.3105
S 2.2701 -0.2523 -0.1604
C 1.9562 1.8828 2.6316
C 2.9790 1.3063 3.3946
C 3.6415 2.0940 4.3340
C 3.2881 3.4188 4.5306
C 2.2896 3.9831 3.7582
C 1.6211 3.2253 2.7995
C 0.6142 3.9136 1.9432
C 1.0502 4.5384 0.7713
C 2.4701 4.3781 0.3122
C 0.1562 5.3077 0.0368
C -1.1569 5.4780 0.4507
C -2.1004 6.3744 -0.3049
C -1.5814 4.8246 1.6019
C -0.7168 4.0424 2.3547
C -1.1865 3.3527 3.6073
C 3.4382 -0.0991 3.2251
C 2.9485 -1.1232 4.0403
C 1.9065 -0.8528 5.0935
C 3.4432 -2.4107 3.8659
C 4.3633 -2.7151 2.8750
C 4.7803 -4.1365 2.6182
C 4.8843 -1.6720 2.1183
C 4.4710 -0.3627 2.3123
C 5.1575 0.7688 1.5940
C 3.2494 1.3221 -2.9772
C 4.1569 0.3359 -2.5898
C 3.9837 -1.1015 -3.0064
C 5.2402 0.6902 -1.7913
C 5.4578 2.0003 -1.4040
C 6.6517 2.3895 -0.5749
C 4.5408 2.9701 -1.7987
C 3.4255 2.6500 -2.5557
C 2.4060 3.7046 -2.8961
H -5.7674 -2.3344 -4.2634
H -5.9372 -1.1122 -5.5212
H -6.2725 -0.6766 -3.8457
H -3.4443 -2.7314 -5.1163
H -1.2336 -3.2650 -5.5471
H -0.1094 -2.5060 -4.4072
H -0.1990 -1.9206 -6.0648
H -1.1780 2.5211 -3.7264
H -2.4512 2.4382 -2.4946
H -2.8548 2.9073 -4.1370
H -4.5939 1.0744 -3.5624
H -0.5486 0.5660 -6.6449
H 1.7314 1.2361 -7.3105
H 3.4552 1.5754 -5.5660
H 4.4440 1.6482 4.9097
H 3.7901 4.0095 5.2864
H 2.0182 5.0246 3.8844
H 3.1775 4.6154 1.1084
H 2.6680 5.0286 -0.5372
H 2.6599 3.3457 0.0037
H 0.4962 5.7985 -0.8689
H -1.6494 6.7270 -1.2315
H -2.3637 7.2438 0.3008
H -3.0273 5.8522 -0.5468
H -2.6099 4.9449 1.9265
H -2.2380 3.5582 3.8018
H -0.5988 3.6820 4.4664
H -1.0552 2.2714 3.5190
H 1.9658 0.1732 5.4517
H 2.0260 -1.5315 5.9383
H 0.9072 -0.9935 4.6723
H 3.0944 -3.1975 4.5254
H 4.5248 -4.7826 3.4580
H 5.8530 -4.2102 2.4367
H 4.2670 -4.5164 1.7316
H 5.6285 -1.8787 1.3563
H 5.8902 0.3811 0.8883
H 5.6617 1.4174 2.3141
H 4.4422 1.3809 1.0429
H 3.1762 -1.2121 -3.7275
H 3.7407 -1.7146 -2.1348
H 4.9025 -1.4896 -3.4476
H 5.9403 -0.0797 -1.4829
H 7.2834 1.5272 -0.3661
H 6.3306 2.8200 0.3759
H 7.2485 3.1423 -1.0925
H 4.7096 4.0018 -1.5109
H 2.7438 4.6878 -2.5704
H 1.4589 3.4812 -2.3957
H 2.2087 3.7385 -3.9680
*
```

Results
Largest force on an atom: 1.54 eV Å⁻¹
Highest occupied orbital energy: -7.9 eV
Relative energy (zero: lowest compared OMol25 entry of this formula, charge and spin): 19.2 kcal/mol